(1)
23
Properties=species:S:1:pos:R:3:lowdin_spin:R:1 method="wB97M-V/def2-TZVPD" multiplicity=3 homo_ev="-16.377 / -16.366" total_charge=+2 lumo_energy_ev="-9.26 / -10.47" s2=2.024
Ni 0.18 -1.67 0.30 1.372
C 0.40 -0.68 1.85 0.084
O 0.67 -0.40 2.93 -0.004
C 0.74 -3.13 1.12 0.072
O 0.90 -4.25 1.36 -0.001
C 1.89 -1.74 -0.38 0.078
O 3.04 -1.56 -0.44 0.010
C -1.71 -1.86 0.65 0.069
O -2.64 -1.92 1.33 0.009
H -0.46 -2.12 -1.63 0.065
H -0.25 -2.62 -1.06 0.033
C 0.78 2.26 1.05 0.001
C 0.00 1.74 -0.11 0.009
N -0.30 0.50 -0.43 0.180
C -1.04 0.50 -1.59 0.010
C -1.18 1.81 -1.99 0.006
N -0.52 2.57 -1.06 0.004
H 1.03 3.33 0.95 0.000
H 0.20 2.12 1.99 0.000
H 1.75 1.74 1.07 0.000
H -1.39 -0.41 -2.04 0.001
H -1.67 2.22 -2.85 0.001
H -0.42 3.58 -1.05 0.001

(2)
21
Properties=species:S:1:pos:R:3:mulliken_charge:R:1 method="wB97M-V/def2-TZVPD" homo_ev="-8.588 / -8.587" e_above_lowest_ev=4.920 lumo_energy_ev="-0.58 / -0.58"
C -1.45 1.29 -2.01 -0.507
C -1.78 0.09 -1.51 -0.762
C -0.18 1.81 -1.92 -0.588
C -0.92 -0.42 -0.53 -0.245
C 0.71 1.30 -0.97 -0.461
C 0.23 0.22 -0.24 0.547
C 0.75 -0.94 2.10 0.038
C 1.12 -0.29 0.83 0.282
N 1.71 -1.27 2.87 -0.615
N 1.73 -2.17 0.04 0.762
O 1.03 -2.83 -0.70 -0.584
O 2.86 -2.38 0.34 -0.551
O 2.29 0.29 1.02 -0.480
H -2.24 1.81 -2.44 0.437
H -2.63 -0.35 -1.93 0.439
H 0.00 2.63 -2.52 0.472
H -1.24 -1.25 0.14 0.263
H 1.68 1.68 -0.69 0.482
H -0.30 -0.91 2.51 0.357
H 1.38 -1.82 3.75 0.290
H 2.64 -0.23 1.78 0.424

(3)
22
Properties=species:S:1:pos:R:3:lowdin_spin:R:1 method="wB97M-V/def2-TZVPD" multiplicity=3 homo_ev="-6.783 / -10.660" e_above_lowest_ev=1.933 lumo_energy_ev="-0.43 / -3.05" s2=2.028
C -0.74 2.89 3.07 0.001
C -1.75 1.11 1.82 0.352
C -0.72 1.95 2.01 0.089
C 0.30 2.07 1.00 0.385
C 0.57 1.01 0.06 0.491
C -1.69 0.22 0.62 0.057
C -0.26 -0.21 0.15 0.064
C 2.39 -0.05 -1.14 0.016
N -1.04 3.49 4.01 -0.001
N 1.31 3.10 1.16 0.046
O 1.62 3.36 2.34 0.103
O 1.90 3.57 0.20 0.058
O 0.42 -1.24 0.80 0.049
O 1.70 1.10 -0.68 0.219
H -2.66 1.08 2.40 0.017
H -2.30 -0.70 0.94 0.009
H -2.19 0.70 -0.14 0.017
H -0.39 -0.64 -0.84 0.013
H 3.25 0.36 -1.51 0.000
H 1.85 -0.60 -1.91 0.005
H 2.49 -0.92 -0.35 0.008
H 1.03 -0.87 1.40 0.003

Number 1: DFT total energy -60618.023 eV. Number 2: DFT total energy -17543.229 eV. Number 3: DFT total energy -19587.450 eV.